[1]
DFT (ωB97M-V with the def2-TZVPD basis set) results for an isolated molecule of C13H12N4O6S.

gap between HOMO and LUMO: 8.55 eV
E_tot: -1571.1436 a.u.
SMILES string: COCc1nnc(NC(=O)c2cc(C(=O)OC)cc([N+](=O)[O-])c2)s1

Last column: natural (NBO) charge in e.
Positions of all 36 atoms, in Å:
1 C 1.205 -5.860 -0.153  -0.2587
2 O 0.450 -4.954 0.620  -0.5205
3 C 1.193 -3.866 1.113  -0.1131
4 C 1.497 -2.877 0.036  0.0243
5 N 2.462 -2.985 -0.800  -0.2396
6 N 2.514 -2.038 -1.718  -0.3009
7 C 1.575 -1.155 -1.608  0.2154
8 N 1.464 -0.134 -2.507  -0.6203
9 C 0.633 0.962 -2.544  0.6736
10 O 0.567 1.646 -3.534  -0.5438
11 C -0.126 1.271 -1.293  -0.1890
12 C 0.553 1.556 -0.114  -0.0537
13 C -0.145 1.920 1.034  -0.1805
14 C 0.639 2.194 2.274  0.7761
15 O 1.831 2.034 2.356  -0.5808
16 O -0.129 2.627 3.272  -0.4988
17 C 0.537 2.915 4.495  -0.2601
18 C -1.532 2.001 1.007  -0.1446
19 C -2.195 1.726 -0.179  0.0711
20 N -3.644 1.810 -0.214  0.5186
21 O -4.203 2.182 0.791  -0.3668
22 O -4.194 1.498 -1.245  -0.3638
23 C -1.510 1.373 -1.334  -0.1402
24 S 0.474 -1.474 -0.273  0.3346
25 H 1.988 -6.329 0.454  0.1670
26 H 0.505 -6.617 -0.498  0.1956
27 H 1.673 -5.367 -1.011  0.1871
28 H 0.573 -3.400 1.882  0.2037
29 H 2.140 -4.209 1.554  0.1969
30 H 2.058 -0.246 -3.324  0.4383
31 H 1.632 1.507 -0.064  0.2437
32 H -0.237 3.214 5.197  0.2013
33 H 1.066 2.031 4.856  0.1978
34 H 1.258 3.722 4.351  0.1975
35 H -2.092 2.274 1.888  0.2682
36 H -2.056 1.179 -2.246  0.2641

Forces on atoms 1 to 2 (eV/Å):
C 0.09 -0.07 -0.17
O -0.31 0.09 0.16

[2]
DFT (ωB97M-V with the def2-TZVPD basis set) results for an isolated molecule of C13H12N6O2S2.

gap between HOMO and LUMO: 8.59 eV
E_tot: -1777.9386 a.u.
SMILES string: NC(=S)Nc1nn2c(=O)[nH]c(=S)[nH]c2c1Cc1ccc(O)cc1
relative energy (zero: lowest compared OMol25 entry of this formula, charge and spin): 14.1 kcal/mol

Last column: natural (NBO) charge in e.
Positions of all 35 atoms, in Å:
1 N 4.311 -1.125 -1.006  -0.7816
2 C 3.268 -1.862 -0.474  0.2493
3 S 3.718 -2.786 0.783  -0.1565
4 N 1.935 -1.681 -0.920  -0.6174
5 C 1.314 -0.533 -1.246  0.3751
6 N 1.890 0.673 -1.162  -0.2984
7 N 0.905 1.648 -1.338  -0.2417
8 C 0.987 3.068 -1.424  0.7695
9 O 2.108 3.613 -1.426  -0.5814
10 N -0.074 3.880 -1.735  -0.6155
11 C -1.339 3.361 -1.657  0.2896
12 S -2.793 4.238 -1.618  -0.1810
13 N -1.547 1.972 -1.621  -0.6026
14 C -0.414 1.133 -1.537  0.3152
15 C -0.150 -0.227 -1.551  -0.1340
16 C -1.122 -1.382 -1.834  -0.4549
17 C -2.088 -1.788 -0.645  -0.0299
18 C -2.587 -3.075 -0.421  -0.2093
19 C -3.455 -3.251 0.597  -0.2634
20 C -3.836 -2.227 1.519  0.3032
21 O -4.787 -2.430 2.438  -0.6601
22 C -3.332 -0.962 1.333  -0.2470
23 C -2.443 -0.715 0.261  -0.2159
24 H 5.146 -1.100 -0.478  0.4154
25 H 4.063 -0.261 -1.529  0.4104
26 H 1.227 -2.341 -0.609  0.4329
27 H 0.198 4.892 -1.600  0.4815
28 H -2.437 1.563 -1.325  0.4618
29 H -1.606 -1.051 -2.683  0.2265
30 H -0.565 -2.223 -2.271  0.2226
31 H -2.302 -3.839 -1.156  0.2251
32 H -4.091 -4.151 0.791  0.2008
33 H -5.267 -3.249 2.306  0.4847
34 H -3.693 -0.182 2.023  0.2269
35 H -2.164 0.318 0.208  0.2006

Forces on atoms 1 to 2 (eV/Å):
N -3.24 1.25 -2.06
C 1.23 1.56 0.28

[3]
DFT (ωB97M-V with the def2-TZVPD basis set) results for an isolated molecule of C13H12O5.

gap between HOMO and LUMO: 8.62 eV
E_tot: -878.8371 a.u.
SMILES string: Cc1c(CCC(=O)O)c(=O)oc2cc(O)ccc12
relative energy (zero: lowest compared OMol25 entry of this formula, charge and spin): 0.0 kcal/mol

Last column: natural (NBO) charge in e.
Positions of all 30 atoms, in Å:
1 C -0.426 -1.809 -1.318  -0.6536
2 C -0.048 -0.466 -0.782  0.1394
3 C -0.902 0.590 -0.724  -0.1682
4 C -2.348 0.582 -1.142  -0.4132
5 C -3.282 0.745 0.062  -0.5202
6 C -3.174 -0.368 1.066  0.8024
7 O -2.419 -1.303 1.032  -0.6129
8 O -4.059 -0.205 2.061  -0.6849
9 C -0.462 1.888 -0.223  0.7527
10 O -1.164 2.872 -0.156  -0.5955
11 O 0.831 2.016 0.187  -0.4708
12 C 1.683 0.969 0.183  0.4287
13 C 2.966 1.208 0.665  -0.3542
14 C 3.889 0.178 0.707  0.3339
15 O 5.150 0.354 1.163  -0.6536
16 C 3.517 -1.098 0.270  -0.2866
17 C 2.252 -1.324 -0.212  -0.1376
18 C 1.299 -0.297 -0.282  -0.2044
19 H -0.593 -2.487 -0.482  0.2504
20 H -1.337 -1.771 -1.902  0.2236
21 H 0.368 -2.207 -1.946  0.2188
22 H -2.602 -0.332 -1.673  0.2145
23 H -2.515 1.435 -1.803  0.2379
24 H -4.321 0.800 -0.268  0.2402
25 H -3.057 1.684 0.574  0.2668
26 H -3.975 -0.922 2.710  0.4959
27 H 3.214 2.203 1.006  0.2210
28 H 5.281 1.271 1.436  0.4836
29 H 4.245 -1.891 0.323  0.2277
30 H 1.989 -2.318 -0.530  0.2184

Forces on atoms 1 to 2 (eV/Å):
C -0.10 0.08 0.02
C -0.32 0.44 -0.01

[4]
DFT (ωB97M-V with the def2-TZVPD basis set) results for a structure of composition C13H12O5PTi.

gap between HOMO and LUMO (spin up / spin down): 6.04 / 6.08 eV
E_tot: -2068.7598 a.u.
spin multiplicity: 2
<S²>: 0.766
net charge: +2
relative energy (zero: lowest compared OMol25 entry of this formula, charge and spin): 63.0 kcal/mol

Last column: Löwdin spin population.
Positions of all 32 atoms, in Å:
1 O -0.317 3.448 -3.768  0.0000
2 C -0.603 2.539 -3.156  -0.0003
3 Ti 0.511 -1.084 0.106  0.9523
4 O -0.553 2.124 1.349  0.0054
5 C -0.211 1.143 0.827  0.0003
6 C -1.656 -2.533 -1.016  0.0190
7 O -1.931 -3.141 -1.974  0.0085
8 C 2.565 -0.779 0.223  0.0281
9 O 3.693 -0.641 0.473  0.0428
10 C -1.889 -1.017 -0.188  0.0014
11 O -3.029 -0.932 0.155  0.0048
12 H 1.310 -0.003 -1.027  -0.0350
13 C 0.244 -3.500 1.853  -0.0079
14 P 0.006 -1.793 2.317  -0.0203
15 C -1.574 -1.286 2.823  -0.0043
16 C 1.249 -1.126 3.350  0.0054
17 C 0.876 -0.230 4.379  0.0010
18 C 1.851 0.203 5.287  0.0003
19 C 3.182 -0.212 5.140  0.0015
20 C 3.544 -1.042 4.085  -0.0002
21 C 2.590 -1.523 3.210  0.0013
22 H -0.478 -3.819 1.109  -0.0002
23 H 0.042 -3.903 2.832  -0.0025
24 H 1.259 -3.698 1.527  0.0005
25 H -1.618 -1.897 3.743  -0.0014
26 H -1.612 -0.207 3.047  -0.0001
27 H -2.375 -1.535 2.112  -0.0003
28 H -0.170 0.110 4.464  -0.0001
29 H 1.541 0.874 6.102  0.0000
30 H 3.920 0.133 5.843  0.0001
31 H 4.594 -1.331 3.926  0.0000
32 H 2.875 -2.209 2.375  -0.0001

Forces on atoms 1 to 2 (eV/Å):
O -0.43 -1.28 0.83
C 0.43 1.24 -0.79

[5]
DFT (ωB97M-V with the def2-TZVPD basis set) results for a structure of composition C13H13BF4N4O4SbScSe4.

gap between HOMO and LUMO: 5.92 eV
E_tot: -12054.7040 a.u.
net charge: -2
relative energy (zero: lowest compared OMol25 entry of this formula, charge and spin): 22.1 kcal/mol

Last column: natural (NBO) charge in e.
Positions of all 45 atoms, in Å:
1 Sc 0.082 0.337 0.411  1.1425
2 Se 4.144 1.607 2.334  -0.7418
3 Sb 2.821 -0.301 1.709  1.0506
4 Se 2.212 -0.292 -0.788  -0.6107
5 Se 0.499 -0.202 2.865  -0.6252
6 Se 3.875 -2.442 2.213  -0.8521
7 O -3.188 0.963 -1.060  -0.3535
8 N -2.177 0.609 -0.500  0.7245
9 O -1.846 1.004 0.687  -0.4849
10 O -1.320 -0.200 -1.035  -0.5063
11 F 1.486 3.817 -0.809  -0.5365
12 B 0.341 3.161 -0.422  1.3683
13 F -0.015 2.110 -1.330  -0.5373
14 F -0.743 4.005 -0.214  -0.5514
15 F 0.577 2.386 0.805  -0.5146
16 C 4.177 -4.283 -4.239  -0.6223
17 C 3.727 -5.007 -2.991  -0.0486
18 C 3.317 -6.337 -3.024  -0.2061
19 C 2.867 -6.980 -1.875  -0.2899
20 C 2.835 -6.308 -0.658  0.2252
21 N 2.364 -7.012 0.487  -0.6688
22 C 2.129 -6.514 1.762  0.7963
23 O 2.334 -7.199 2.755  -0.6493
24 N 1.611 -5.250 1.824  -0.6242
25 C 0.815 -4.564 0.891  0.1157
26 C 0.263 -5.130 -0.240  -0.2121
27 C -0.462 -4.310 -1.093  -0.2579
28 C -0.598 -2.970 -0.798  0.0270
29 N -0.097 -2.426 0.320  -0.4231
30 C 0.563 -3.212 1.148  0.0344
31 C 3.274 -4.985 -0.604  -0.2620
32 C 3.700 -4.354 -1.761  -0.1728
33 H 4.289 -4.975 -5.077  0.1960
34 H 5.135 -3.781 -4.081  0.2172
35 H 3.456 -3.515 -4.530  0.2232
36 H 3.334 -6.880 -3.965  0.1934
37 H 2.533 -8.014 -1.923  0.1954
38 H 2.570 -7.994 0.516  0.3987
39 H 1.837 -4.746 2.668  0.4422
40 H 0.388 -6.183 -0.466  0.2219
41 H -0.906 -4.714 -1.995  0.2063
42 H -1.107 -2.303 -1.476  0.2139
43 H 0.908 -2.768 2.068  0.2444
44 H 3.301 -4.432 0.332  0.2742
45 H 4.018 -3.315 -1.688  0.2403

Forces on atoms 1 to 2 (eV/Å):
Sc 1.56 -0.20 0.38
Se -0.05 0.02 -0.04

[6]
DFT (ωB97M-V with the def2-TZVPD basis set) results for a structure of composition C13H13BF4N4O4SbScSe4.

gap between HOMO and LUMO: 5.62 eV
E_tot: -12054.6500 a.u.
net charge: -2
relative energy (zero: lowest compared OMol25 entry of this formula, charge and spin): 56.0 kcal/mol

Last column: natural (NBO) charge in e.
Positions of all 45 atoms, in Å:
1 Sc 0.437 -0.090 -0.878  1.0457
2 Se -2.393 -1.376 2.493  -0.8443
3 Sb -0.178 -0.525 1.962  1.0439
4 Se 0.916 -2.247 0.347  -0.5767
5 Se -0.416 1.731 0.763  -0.5869
6 Se 1.164 -0.299 3.955  -0.7780
7 O 3.676 -1.296 -0.613  -0.3509
8 N 2.620 -0.741 -0.834  0.7187
9 O 1.976 -0.906 -1.920  -0.4914
10 O 2.233 0.274 -0.156  -0.4831
11 F 0.746 0.369 -4.665  -0.5412
12 B -0.242 0.444 -3.714  1.3548
13 F -0.498 -0.828 -3.129  -0.5279
14 F -1.407 0.997 -4.207  -0.5465
15 F 0.212 1.239 -2.565  -0.5123
16 C -1.631 -1.077 -7.054  -0.6321
17 C -2.410 -1.935 -6.094  -0.0312
18 C -3.711 -2.340 -6.362  -0.2020
19 C -4.414 -3.125 -5.460  -0.2880
20 C -3.825 -3.538 -4.268  0.2244
21 N -4.596 -4.329 -3.392  -0.6630
22 C -4.330 -4.762 -2.103  0.7905
23 O -4.722 -5.859 -1.728  -0.6631
24 N -3.640 -3.916 -1.289  -0.6443
25 C -3.436 -2.526 -1.395  0.1616
26 C -4.342 -1.639 -1.957  -0.2075
27 C -4.040 -0.289 -1.921  -0.2383
28 C -2.848 0.128 -1.359  0.0679
29 N -1.952 -0.727 -0.873  -0.4586
30 C -2.254 -2.017 -0.872  0.0451
31 C -2.505 -3.171 -4.013  -0.2586
32 C -1.823 -2.367 -4.909  -0.1700
33 H -2.257 -0.737 -7.880  0.1941
34 H -0.788 -1.634 -7.468  0.2088
35 H -1.222 -0.204 -6.542  0.2482
36 H -4.193 -2.030 -7.283  0.1940
37 H -5.433 -3.428 -5.679  0.1940
38 H -5.279 -4.916 -3.837  0.3994
39 H -3.318 -4.337 -0.430  0.4279
40 H -5.271 -1.987 -2.391  0.2161
41 H -4.728 0.441 -2.323  0.2115
42 H -2.602 1.179 -1.274  0.2250
43 H -1.534 -2.695 -0.430  0.2484
44 H -2.001 -3.511 -3.120  0.2298
45 H -0.813 -2.056 -4.671  0.2457

Forces on atoms 1 to 2 (eV/Å):
Sc -4.09 0.75 -1.34
Se -0.20 -0.08 -0.08

Question: The lowest E_tot belongs to which entry?
Answer: number 5

Question: Look up the E_tot of the fifth one.
Answer: -12054.7040 a.u.

Question: Which of these has the highest E_tot?
Answer: C13H12O5